54
Properties=species:S:1:pos:R:3:lowdin_charge:R:1 method="wB97M-V/def2-TZVPD" orbital_gap_ev=5.91 charge=-1 lumo_energy_ev=2.4421 total_energy_ev=-53113.200 multiplicity=1 e_above_lowest_kcal_mol=23.98
Li -0.043 -1.132 0.308 0.5043
O -1.259 -0.446 5.763 0.1407
C -0.661 0.632 5.341 -0.5152
O -0.496 1.592 6.083 0.0457
C -0.093 0.656 3.971 -0.0513
C 0.661 1.671 3.447 -0.5756
Cl 1.472 3.014 4.102 0.7959
N 0.808 1.466 2.099 -0.0709
N 0.321 0.191 1.771 0.1200
C -0.264 -0.289 2.876 -0.0787
C -0.958 -1.669 2.790 -0.5618
O -1.705 -1.994 3.749 0.0024
O -0.799 -2.267 1.692 -0.0932
C 1.393 2.215 1.101 -0.2400
C 2.479 1.782 0.320 -0.0234
C 3.390 2.689 -0.214 -0.0673
C 3.092 4.089 -0.305 -0.0785
C 1.832 4.485 0.145 -0.0783
C 1.070 3.584 0.940 -0.0265
H -1.429 -1.053 5.019 0.0330
H 2.595 0.705 0.176 0.1111
H 4.307 2.361 -0.697 0.0975
H 3.754 4.763 -0.757 0.0752
H 1.434 5.432 -0.183 0.0966
H 0.122 3.925 1.345 0.1150
C 1.519 -5.887 -0.735 -0.0152
N 1.675 -4.442 -0.992 -0.1239
C 2.194 -3.777 -2.120 -0.0777
C 1.945 -2.450 -1.923 -0.1483
N 1.477 -2.249 -0.641 0.0102
C 1.205 -3.441 -0.158 -0.1574
H 1.810 -6.064 0.310 0.0932
H 2.144 -6.397 -1.502 0.0945
H 0.505 -6.177 -0.898 0.0739
H 2.648 -4.265 -2.978 0.1056
H 2.154 -1.633 -2.603 0.1010
H 0.673 -3.689 0.718 0.1034
C -1.811 2.782 -3.502 -0.1372
C -0.593 2.507 -2.834 -0.1178
C -0.539 1.332 -2.115 -0.0657
C -1.658 0.448 -1.927 -0.2197
C -1.671 -0.604 -0.976 -0.1437
C -2.834 -1.237 -0.615 -0.1754
C -4.041 -0.937 -1.336 -0.1309
C -4.083 0.003 -2.305 -0.0948
C -2.934 0.802 -2.528 -0.1834
C -2.914 2.027 -3.251 -0.0820
H -1.860 3.607 -4.230 0.0918
H 0.276 3.202 -2.927 0.0973
H 0.373 1.059 -1.588 0.0765
H -2.976 -1.892 0.279 0.0773
H -4.886 -1.485 -0.878 0.0913
H -4.989 0.201 -2.856 0.0885
H -3.835 2.257 -3.773 0.0920

55
Properties=species:S:1:pos:R:3:lowdin_charge:R:1 method="wB97M-V/def2-TZVPD" orbital_gap_ev=5.86 charge=-2 lumo_energy_ev=4.2278 total_energy_ev=-65406.484 multiplicity=1 e_above_lowest_kcal_mol=0.00
Rb 2.483 -0.088 1.468 0.8886
C 4.207 1.370 3.837 -0.2579
C 2.990 1.064 4.481 -0.2504
C 2.000 1.930 3.974 -0.2587
C 2.605 2.772 3.016 -0.2555
C 3.968 2.425 2.932 -0.2513
H 5.159 0.883 4.008 0.0625
H 2.838 0.295 5.228 0.0668
H 0.958 1.937 4.269 0.0646
H 2.109 3.542 2.438 0.0642
H 4.701 2.885 2.281 0.0672
O -0.531 -3.811 2.657 -0.0306
C -0.613 -2.655 2.215 -0.6956
O 0.246 -1.738 2.222 -0.1813
C -1.974 -2.252 1.622 -0.1267
C -3.123 -2.697 2.279 -0.0370
C -4.380 -2.270 1.893 -0.1030
C -4.512 -1.391 0.821 -0.1078
C -3.382 -0.973 0.142 -0.1163
C -2.108 -1.409 0.517 -0.2980
P -0.608 -0.839 -0.393 1.1436
C -1.110 -0.981 -2.158 -0.3592
C -0.247 -0.391 -3.089 -0.1176
C -0.454 -0.547 -4.450 -0.0897
C -1.511 -1.319 -4.915 -0.1149
C -2.350 -1.942 -4.003 -0.1071
C -2.150 -1.776 -2.637 -0.0965
C -0.836 0.964 -0.064 -0.3438
C -1.154 1.932 -1.012 -0.0857
C -1.267 3.267 -0.646 -0.0979
C -1.060 3.655 0.669 -0.1009
C -0.745 2.697 1.623 -0.0837
C -0.639 1.363 1.261 -0.1126
H -2.989 -3.381 3.108 0.1085
H -5.259 -2.608 2.430 0.0878
H -5.491 -1.032 0.522 0.0883
H -3.483 -0.287 -0.692 0.1041
H 0.612 0.171 -2.738 0.0838
H 0.233 -0.084 -5.148 0.1005
H -1.666 -1.451 -5.980 0.0875
H -3.164 -2.568 -4.351 0.0902
H -2.807 -2.283 -1.943 0.0924
H -1.311 1.652 -2.046 0.0911
H -1.509 4.008 -1.400 0.0919
H -1.129 4.700 0.949 0.0921
H -0.552 2.985 2.648 0.0963
H -0.401 0.613 2.010 0.0844
F 2.670 -2.321 -2.325 0.1181
C 3.483 -1.472 -2.965 -0.6579
F 2.866 -1.103 -4.103 0.1007
F 4.584 -2.160 -3.320 0.1032
S 3.903 -0.007 -1.926 0.4272
O 4.733 0.776 -2.810 -0.3158
O 4.571 -0.600 -0.783 -0.3735
O 2.595 0.548 -1.625 -0.3787

60
Properties=species:S:1:pos:R:3:lowdin_spin:R:1 method="wB97M-V/def2-TZVPD" orbital_gap_ev="4.09 / 7.26" charge=-1 lumo_energy_ev="1.3710 / 1.3669" total_energy_ev=-77833.982 multiplicity=3 e_above_lowest_kcal_mol=4.66 s2=2.028
Ti 1.079 -0.034 -0.199 0.9328
O 4.300 1.161 2.160 -0.0007
C 3.619 0.933 1.182 0.0043
O 2.453 0.359 1.205 0.0264
C 4.067 1.396 -0.204 0.0008
C 3.022 2.377 -0.781 0.0021
C 3.655 3.253 -1.855 0.0003
C 3.906 2.212 -2.973 -0.0001
C 3.242 0.958 -2.395 0.0005
O 2.175 1.507 -1.581 0.0111
C 4.116 0.305 -1.328 0.0009
C 3.538 -1.057 -0.901 0.0008
O 2.281 -1.222 -1.260 -0.0032
O 4.210 -1.869 -0.311 -0.0009
H 5.034 1.883 -0.095 0.0001
H 2.402 2.880 -0.044 0.0002
H 2.947 4.016 -2.176 0.0000
H 4.561 3.744 -1.503 0.0000
H 3.437 2.508 -3.910 0.0000
H 4.965 2.042 -3.164 0.0000
H 2.818 0.270 -3.120 0.0000
H 5.142 0.140 -1.656 0.0001
C 0.605 -3.438 2.489 0.0012
C -0.222 -4.264 1.758 0.0007
C -0.773 -3.811 0.564 0.0030
C -0.473 -2.530 0.149 0.0047
N 0.340 -1.733 0.866 0.0063
C 0.857 -2.161 2.013 0.0036
C -1.049 -1.933 -1.100 0.0040
C -2.056 -2.555 -1.829 -0.0001
C -2.575 -1.898 -2.932 0.0020
C -2.094 -0.648 -3.285 0.0002
C -1.083 -0.094 -2.520 0.0061
N -0.573 -0.732 -1.469 0.0101
H 1.036 -3.748 3.429 0.0002
H -0.458 -5.259 2.110 0.0001
H -1.426 -4.452 -0.008 0.0001
H 1.495 -1.457 2.533 0.0005
H -2.453 -3.511 -1.529 0.0000
H -3.372 -2.359 -3.502 0.0001
H -2.496 -0.098 -4.123 0.0000
H -0.678 0.891 -2.715 0.0010
O -1.528 2.619 -0.832 -0.0095
C -1.234 1.931 0.128 -0.0038
O -0.027 1.454 0.319 -0.0043
C -2.276 1.509 1.126 0.0078
C -3.497 2.197 1.154 0.1388
C -4.474 1.690 2.001 0.0094
C -4.346 0.552 2.764 0.0801
C -3.123 -0.141 2.690 0.0495
C -2.084 0.382 1.895 0.0810
N -2.951 -1.338 3.361 0.2200
O -3.884 -1.775 4.091 0.2250
O -1.837 -1.945 3.236 0.1751
N -5.771 2.414 2.070 -0.0030
O -5.905 3.409 1.386 -0.0100
O -6.641 1.974 2.794 0.0011
H -3.665 3.062 0.536 0.0086
H -5.139 0.181 3.392 0.0072
H -1.141 -0.143 1.900 0.0076

53
Properties=species:S:1:pos:R:3:lowdin_spin:R:1 method="wB97M-V/def2-TZVPD" orbital_gap_ev="6.99 / 4.97" charge=+1 lumo_energy_ev="-3.3149 / -6.0613" total_energy_ev=-42825.579 multiplicity=5 s2=6.126
Rh -0.085 -0.463 0.227 0.9560
O 3.241 -1.424 -2.667 0.0247
C 3.464 -0.159 -3.029 0.0289
C 4.425 0.091 -4.009 -0.0037
C 4.661 1.378 -4.434 0.0280
C 3.969 2.462 -3.881 0.0025
C 3.044 2.242 -2.893 0.0133
C 2.770 0.934 -2.454 0.0242
C 1.783 0.712 -1.422 0.0574
O 1.372 -0.487 -1.156 0.0433
N 1.334 1.776 -0.731 0.1991
N 0.437 1.444 0.191 0.1433
C -0.066 2.411 0.929 -0.0277
C -1.043 2.246 1.928 0.1104
C -1.496 3.394 2.616 -0.0234
C -2.460 3.308 3.578 0.0876
C -3.038 2.054 3.899 0.0289
C -2.638 0.917 3.267 0.0313
C -1.622 0.956 2.271 0.0866
O -1.253 -0.137 1.735 0.1658
H 2.466 -1.453 -2.081 -0.0004
H 4.955 -0.754 -4.428 -0.0007
H 5.393 1.556 -5.211 0.0015
H 4.164 3.465 -4.233 -0.0003
H 2.509 3.059 -2.433 -0.0002
H 0.301 3.414 0.728 -0.0043
H -1.062 4.354 2.364 -0.0027
H -2.782 4.199 4.100 0.0046
H -3.806 2.000 4.658 0.0004
H -3.073 -0.047 3.495 0.0000
C -4.973 2.467 -0.197 0.1525
C -5.360 1.168 0.135 -0.0024
C -4.511 0.109 -0.083 0.1239
C -3.236 0.339 -0.653 0.0695
C -2.872 1.648 -1.031 0.1199
C -3.733 2.695 -0.792 -0.0090
N -2.330 -0.649 -0.803 0.6180
N -2.625 -1.907 -0.718 0.5350
C -1.741 -2.828 -0.316 0.0384
C -2.121 -4.187 -0.361 0.1016
C -1.199 -5.157 -0.071 0.0018
C 0.105 -4.777 0.261 0.1166
C 0.410 -3.434 0.322 0.0172
N -0.473 -2.468 0.063 0.1145
H -5.647 3.293 -0.013 0.0080
H -6.338 0.984 0.560 -0.0024
H -4.795 -0.907 0.162 0.0101
H -1.922 1.803 -1.526 0.0053
H -3.449 3.699 -1.079 -0.0035
H -3.140 -4.416 -0.638 0.0044
H -1.463 -6.204 -0.115 -0.0024
H 0.868 -5.514 0.462 0.0059
H 1.406 -3.110 0.597 0.0028